No. 1
Entry from the OMol25 dataset: a single C5H8O molecule (ωB97M-V/def2-TZVPD).

Geometry (Å):
1 O 1.94275 0.02922 -1.50548
2 C -1.24143 -0.58626 -0.19332
3 C 0.65597 0.25290 0.51096
4 C 0.08920 -1.17132 0.32958
5 C 1.72128 0.63225 -0.48159
6 C -0.74412 0.84085 0.13038
7 H -0.00007 -1.72374 1.26849
8 H 0.98800 0.52111 1.51961
9 H -0.75267 1.54352 -0.70883
10 H -1.39828 -0.75688 -1.26118
11 H -1.24797 1.31079 0.97892
12 H 0.64865 -1.77072 -0.39252
13 H 2.30168 1.54866 -0.23610
14 H -2.14021 -0.89989 0.34459

Values from the calculation:
Relative energy (zero: lowest compared OMol25 entry of this formula, charge and spin) in kcal/mol: 27.6
E_HOMO in eV: -9.76
SMILES: O=CC1CCC1

No. 2
Entry from the OMol25 dataset: 5 unconnected molecules or ions with the total composition CH13N3O4 (ωB97M-V/def2-TZVPD).

Geometry (Å):
1 O 1.17277 -1.01409 -2.83092
2 O 1.08722 -0.29969 3.52063
3 O -0.19665 -2.77289 -1.08741
4 O 1.44284 -0.47979 0.82860
5 N -0.42425 1.40499 -1.02797
6 N -1.37854 0.07226 0.57977
7 N -1.78862 2.35222 0.92441
8 C -1.22807 1.32241 0.16398
9 H 0.77614 -0.97084 2.97348
10 H 0.76704 -1.18010 0.66824
11 H 0.61387 -2.98352 -0.74896
12 H 1.17004 -0.46968 -3.57588
13 H -1.51119 3.31107 0.99495
14 H -1.75046 0.05389 1.46445
15 H -0.41321 2.27134 -1.66428
16 H -0.19743 -2.42634 -1.92857
17 H 1.94760 -1.32177 -2.37740
18 H 1.88896 0.09474 2.96574
19 H -0.70564 0.80246 -1.71979
20 H 1.09473 0.11216 0.13700
21 H -2.36716 2.12118 1.73993

Values from the calculation:
Relative energy (zero: lowest compared OMol25 entry of this formula, charge and spin) in kcal/mol: 56.4
E_HOMO in eV: -8.93
SMILES: N=C(N)N.O.O.O.O

No. 3
Entry from the OMol25 dataset: a molecular structure, C22H36MgN6O2 (ωB97M-V/def2-TZVPD).

Geometry (Å):
1 Mg -0.44078 0.42983 0.32123
2 O -0.97861 -1.80429 0.31287
3 O -2.35840 1.23171 0.06868
4 N 1.17748 -0.56635 1.92996
5 N 1.65426 0.48426 -1.00604
6 N -1.15741 -0.35987 -1.81605
7 N -1.28747 0.72728 2.45220
8 N 0.06556 2.66687 -0.06202
9 N -0.99052 -1.65910 -2.01193
10 C -2.94660 1.07008 -2.25525
11 C 0.52777 -0.78880 3.25233
12 C 1.41207 1.63951 -1.91165
13 C -3.87300 2.88185 -0.79074
14 C 1.08192 2.88250 -1.10199
15 C 2.57426 -0.14989 1.92576
16 C 1.51901 -4.98133 -1.74373
17 C 0.24819 3.57020 1.07177
18 C 3.37035 -0.31374 0.58123
19 C 0.50587 -4.07626 -2.06769
20 C -0.90328 -2.31363 -0.86384
21 C -1.86361 -0.45411 -4.11862
22 C 3.02999 0.60303 -0.56812
23 C -0.99710 -0.42912 3.33442
24 C -0.67823 3.21416 2.23077
25 C -3.02698 1.64142 -0.93871
26 C -2.00409 0.15278 -2.75989
27 C -0.60069 -4.62657 0.03862
28 C 0.44674 -5.59165 0.29130
29 C -0.43863 -3.71330 -1.04412
30 C 1.46976 -5.80854 -0.62011
31 C -0.44226 1.84469 2.86200
32 H -2.70448 -1.13093 -4.21467
33 H 2.29229 -6.54595 -0.43976
34 H -4.53524 3.04345 -1.60706
35 H -1.61669 -1.28117 2.92264
36 H -1.32172 -0.27145 4.38414
37 H 2.35887 -4.94554 -2.44701
38 H 3.01153 -0.74923 2.75161
39 H 0.47804 -6.06575 1.27407
40 H -1.36233 -4.37500 0.75812
41 H 3.67967 0.49237 -1.43133
42 H -0.82335 2.95375 -0.46464
43 H 0.39240 -3.62659 -3.03933
44 H 0.48862 -1.85277 3.48142
45 H -0.87585 -0.99915 -4.29242
46 H 2.25998 1.87732 -2.56566
47 H 0.70971 3.65048 -1.82628
48 H 0.62367 1.59629 2.62586
49 H 0.09941 4.66733 0.81038
50 H 0.92348 -1.32412 1.27417
51 H 1.45858 -0.40429 -1.49567
52 H 2.57088 0.87303 2.27544
53 H -0.38273 1.91092 3.97504
54 H 3.21363 1.67505 -0.33299
55 H -1.88429 0.30376 -4.90332
56 H 3.35936 -1.36167 0.29924
57 H -2.27049 0.99886 2.55186
58 H 1.29352 3.58921 1.50718
59 H -0.43868 3.94019 3.06840
60 H -3.30177 3.81806 -0.72032
61 H 1.95564 3.32208 -0.60470
62 H -3.63105 1.50841 -3.00151
63 H 0.52576 1.38831 -2.55254
64 H -1.71903 3.42737 1.94061
65 H 1.09724 -0.21534 3.98754
66 H 4.40147 -0.10655 0.90045
67 H -4.42161 2.81566 0.15842

Values from the calculation:
E_HOMO (alpha / beta) in eV: -5.53 / -5.53

No. 4
Entry from the OMol25 dataset: a single C6H6O molecule (ωB97M-V/def2-TZVPD).

Geometry (Å):
1 O -1.47666 -1.19275 -0.19635
2 C -0.03377 0.84549 0.98633
3 C -0.07477 -0.00138 -2.47766
4 C -1.01227 0.49786 -0.11726
5 C 1.03574 -0.13929 1.14110
6 C 1.88360 -0.99625 1.25259
7 C -0.57458 0.07078 -1.36228
8 H -1.92503 1.09458 -0.08178
9 H 0.42305 0.46547 -3.28050
10 H -0.69596 -1.69702 0.09339
11 H -0.58999 0.95314 1.92824
12 H 2.64805 -1.73778 1.34863
13 H 0.39257 1.83714 0.76554

Values from the calculation:
Relative energy (zero: lowest compared OMol25 entry of this formula, charge and spin) in kcal/mol: 144.1
E_HOMO in eV: -8.58
SMILES: C#CC[C@H](O)C#C

No. 5
Entry from the OMol25 dataset: a molecular structure, C24H36BKO10S2Sn (ωB97M-V/def2-TZVPD).

Geometry (Å):
1 Sn -13.97076 16.75990 15.90616
2 K -13.50555 18.12696 20.04750
3 S -17.38389 17.58516 21.57272
4 S -14.78608 13.25462 23.85253
5 O -15.14865 20.41493 19.99081
6 O -16.08686 17.09973 22.21965
7 O -9.85221 13.61181 16.18783
8 O -11.70689 14.82943 16.10907
9 O -20.63668 12.38764 20.05639
10 O -15.04530 22.03012 14.84766
11 O -15.23958 19.24090 15.53985
12 O -14.34268 14.55974 24.51910
13 O -15.21893 23.06878 19.32022
14 O -18.46526 12.81358 20.32876
15 C -10.18272 15.14680 18.00318
16 C -17.75919 13.15141 18.12399
17 C -10.67837 14.53437 16.70190
18 C -11.94280 10.42672 18.59189
19 C -17.28460 12.85142 19.53414
20 C -8.84796 14.47469 18.09474
21 C -12.60346 11.61348 18.23284
22 C -15.25519 22.23463 18.42153
23 C -12.17649 9.79201 19.78031
24 C -8.91812 13.22005 17.22847
25 C -15.38846 19.72524 17.70981
26 C -15.24260 21.61726 16.01331
27 C -15.19026 20.16996 16.41055
28 C -14.00037 11.36925 20.18937
29 C -13.60516 12.05900 19.05106
30 C -19.23932 12.72832 18.07158
31 C -13.24349 10.27880 20.57212
32 C -19.54344 12.60289 19.59553
33 C -15.29602 20.69372 18.80880
34 C -17.11869 17.28697 19.81137
35 C -15.93486 13.77985 22.56955
36 C -18.71028 16.25538 21.61810
37 C -16.05471 12.55010 24.99527
38 C -15.26064 22.59050 17.03371
39 B -14.33958 15.54528 18.69164
40 H -10.82337 14.85185 18.83684
41 H -16.66989 11.95313 19.59669
42 H -11.57626 9.04293 20.27609
43 H -11.24824 10.14416 17.80912
44 H -10.29322 16.22940 17.97096
45 H -19.18397 16.12614 22.59145
46 H -18.29324 15.30714 21.28669
47 H -19.51517 16.68633 21.02158
48 H -14.87603 11.78829 20.66329
49 H -17.77550 14.20723 17.83844
50 H -19.97613 13.38584 17.62250
51 H -9.17527 12.24019 17.63279
52 H -16.98241 16.24577 19.52174
53 H -16.66291 12.97876 22.42327
54 H -14.59021 16.61984 18.58427
55 H -8.00086 12.98669 16.68648
56 H -16.54717 14.62688 22.88358
57 H -16.17442 11.50865 24.68084
58 H -19.25028 11.69768 17.71369
59 H -15.31152 23.62907 16.74239
60 H -12.43426 12.17466 17.32363
61 H -17.04992 12.98563 25.04830
62 H -13.41153 15.25656 18.09300
63 H -17.98281 17.67644 19.27004
64 H -16.24050 17.85642 19.51771
65 H -8.01892 15.08808 17.74214
66 H -16.63944 13.62794 19.94486
67 H -15.15519 14.90206 18.23202
68 H -15.58574 12.41367 25.96895
69 H -13.51522 9.70156 21.44648
70 H -17.04224 12.78341 17.38917
71 H -14.21113 15.38188 19.77745
72 H -8.65452 14.26848 19.14794
73 H -15.62520 18.72449 18.04172
74 H -14.19848 12.93080 18.80516
75 H -15.47543 14.13235 21.64713

Values from the calculation:
Relative energy (zero: lowest compared OMol25 entry of this formula, charge and spin) in kcal/mol: 0.0
E_HOMO in eV: -6.49

Number 1: molar mass 84.1 g mol⁻¹, maximum force 0.4 eV/Å. Number 2: molar mass 131.1 g mol⁻¹, maximum force 4.8 eV/Å. Number 3: molar mass 440.9 g mol⁻¹, maximum force 4.0 eV/Å. Number 4: molar mass 94.1 g mol⁻¹, maximum force 5.2 eV/Å. Number 5: molar mass 717.3 g mol⁻¹, maximum force 3.6 eV/Å.